ORCA calculation (ωB97M-V with the def2-TZVPD basis set) on C4H6ClF in the gas phase at a distorted geometry.

## Properties
energy: -715.95744 a.u.
SMILES: CC(C)=C(F)Cl

Last column: natural (NBO) charge in e.
CARTESIAN COORDINATES (ANGSTROEM)
C: -0.102026 1.411087 0.059849  -0.681
C: 0.117317 -0.036141 -0.191411  -0.138
C: -1.109610 -0.969905 -0.120960  -0.657
C: 1.281912 -0.725854 -0.011593  0.381
F: 1.362791 -2.049639 0.126687  -0.308
Cl: 2.869203 0.105307 -0.108263  -0.039
H: -0.609682 2.292258 -0.734035  0.254
H: 1.002471 1.793365 0.418701  0.244
H: -0.570504 1.585427 1.204187  0.236
H: -2.011424 -0.278899 0.399393  0.233
H: -0.739774 -2.032367 0.197236  0.253
H: -1.490673 -1.094637 -1.239796  0.222

Forces on the atoms, in the same order (eV/Å):
C 1.91 4.27 2.58
C -0.24 -2.68 1.29
C -1.44 0.99 -1.84
C -0.22 2.70 -0.88
F 0.33 0.52 -0.21
Cl -1.03 -1.07 0.29
H 1.50 -3.24 2.21
H -2.58 -0.33 -1.55
H 0.42 -0.73 -3.28
H 2.38 -2.71 -0.84
H -1.64 2.15 0.03
H 0.60 0.14 2.20

ORCA calculation (ωB97M-V with the def2-TZVPD basis set) on a molecular structure, C27H47IN7SbV.

## Properties
energy: -2921.81442 a.u.
<S²>: 3.78
2S+1: 4
net charge: +2

Last column: Löwdin spin population.
CARTESIAN COORDINATES (ANGSTROEM)
V: 0.104089 0.216797 0.793962  2.543
C: 0.434435 -4.085050 1.879887  0.012
C: 0.037040 -2.693002 1.519377  0.083
N: 0.842213 -1.765452 1.120993  0.009
C: 2.280169 -2.024835 1.002946  0.002
C: 2.945988 -0.764331 0.463373  0.006
N: 2.267256 0.370548 1.098539  0.011
C: 2.713640 1.727283 0.758208  0.010
C: 1.966661 2.659850 1.700925  0.003
N: 0.546251 2.240982 1.843633  0.009
C: -0.464656 3.284743 1.538363  0.003
C: -1.336467 2.852298 0.364596  0.008
N: -1.646873 1.450812 0.594575  0.008
C: -2.802310 0.996627 0.906337  0.037
C: -4.094329 1.742621 0.946072  0.005
C: -2.785661 -0.441318 1.271997  0.048
C: -3.898645 -1.203457 1.568690  0.002
C: -3.720381 -2.540144 1.913454  0.051
C: -2.444892 -3.075684 1.927986  0.001
C: -1.366918 -2.258851 1.604989  0.053
N: -1.543150 -0.957283 1.310969  0.026
H: 1.368541 -4.377832 1.408524  0.001
H: -0.330097 -4.802971 1.589980  0.002
H: 0.561818 -4.157006 2.964373  0.006
H: 2.482477 -2.871610 0.344446  0.000
H: 2.684971 -2.273286 1.988916  -0.001
H: 2.810133 -0.686435 -0.616369  0.001
H: 4.019945 -0.773930 0.665479  0.000
H: 2.363145 0.261270 2.110530  0.005
H: 2.449728 1.923870 -0.280504  0.003
H: 3.794831 1.851180 0.867546  0.001
H: 2.037524 3.690226 1.355455  0.000
H: 2.433860 2.616120 2.687187  0.000
H: 0.441268 1.980193 2.825265  0.006
H: 0.016867 4.235726 1.310951  0.000
H: -1.091015 3.440849 2.418050  0.000
H: -0.772008 2.913953 -0.567827  0.003
H: -2.209526 3.496396 0.272449  0.001
H: -3.999635 2.779090 0.642502  0.000
H: -4.510979 1.711574 1.954551  0.002
H: -4.814722 1.260015 0.282650  0.002
H: -4.888724 -0.771583 1.538682  -0.001
H: -4.573555 -3.156349 2.160764  0.003
H: -2.290078 -4.113004 2.185609  -0.001
I: -0.234124 -2.950997 5.937890  0.000
C: 0.452262 -1.042117 5.590986  0.001
C: 1.073380 -0.183767 6.467886  0.001
N: 1.323445 0.944825 5.777262  0.000
N: 0.911068 0.880219 4.503576  0.001
C: 0.379341 -0.329630 4.385395  0.013
H: 1.342773 -0.293197 7.504733  0.000
H: 1.760977 1.783782 6.120735  0.000
H: -0.051925 -0.648895 3.449412  0.012
C: -0.478543 -2.872770 -2.078629  0.002
C: 0.622299 -2.023080 -2.713780  0.003
C: 0.665806 -2.275880 -4.217202  0.000
Sb: 0.297389 0.035221 -2.114106  0.005
C: 1.965974 1.182708 -2.900472  0.003
C: 1.583461 2.663294 -2.881127  0.001
C: 2.533100 0.755845 -4.249700  0.000
C: -1.378214 0.512177 -3.410021  -0.003
C: -2.256778 1.626510 -2.850261  0.000
C: -0.987897 0.813776 -4.854568  -0.001
H: -0.304844 -3.931587 -2.285415  0.000
H: -1.456040 -2.624287 -2.500309  0.000
H: -0.539774 -2.741015 -0.998276  0.002
H: 1.588041 -2.292273 -2.273460  0.000
H: -0.305774 -2.079474 -4.672967  0.000
H: 0.895501 -3.328195 -4.401250  0.000
H: 1.413038 -1.680147 -4.736189  0.000
H: 2.749664 1.021276 -2.154580  0.000
H: 0.807224 2.886694 -3.613529  0.000
H: 2.448936 3.281423 -3.130191  0.000
H: 1.214958 2.991025 -1.903619  0.001
H: 1.797677 0.825067 -5.049900  0.000
H: 2.920514 -0.262338 -4.225741  0.000
H: 3.365114 1.413237 -4.514511  0.000
H: -1.946806 -0.423093 -3.386629  0.000
H: -1.723157 2.579560 -2.820129  0.000
H: -2.620782 1.401938 -1.847355  0.000
H: -3.126227 1.768882 -3.496277  0.000
H: -0.447654 1.757316 -4.933909  0.000
H: -1.893975 0.913423 -5.457213  0.000
H: -0.377665 0.034972 -5.305654  0.000

Forces on the atoms, in the same order (eV/Å):
V 0.04 0.05 0.01
C -0.01 0.00 -0.01
C 0.03 0.01 -0.02
N 0.02 -0.06 0.04
C 0.00 0.01 -0.02
C 0.00 -0.01 0.00
N 0.03 0.01 0.00
C -0.02 0.00 0.02
C 0.01 -0.03 -0.01
N -0.03 -0.01 0.06
C 0.03 0.01 -0.02
C -0.02 0.01 0.00
N -0.05 0.01 -0.02
C 0.02 0.03 -0.01
C 0.00 -0.01 0.01
C -0.02 -0.03 0.01
C 0.01 0.00 0.00
C 0.00 0.00 0.00
C 0.00 0.00 0.00
C -0.01 0.01 0.02
N -0.05 0.00 -0.02
H 0.00 0.00 0.01
H 0.00 0.00 -0.01
H 0.00 0.00 0.00
H 0.00 0.00 0.01
H 0.00 0.00 0.01
H 0.00 0.01 0.00
H 0.00 0.00 0.00
H 0.00 0.01 0.00
H 0.00 0.01 -0.01
H 0.00 0.00 0.01
H -0.01 0.00 -0.02
H 0.00 0.01 0.00
H 0.02 0.01 0.01
H -0.01 0.01 0.02
H -0.01 -0.04 0.00
H 0.01 -0.01 -0.01
H 0.01 0.01 0.00
H 0.00 0.00 0.00
H -0.01 0.00 0.00
H 0.00 0.00 0.00
H 0.00 0.00 0.00
H 0.00 0.00 0.00
H 0.00 0.00 0.00
I 0.01 0.02 0.00
C 0.02 -0.04 -0.05
C -0.02 0.03 0.01
N 0.03 -0.01 0.01
N 0.01 -0.02 -0.05
C -0.02 0.01 0.05
H 0.00 0.00 0.00
H -0.01 -0.01 0.00
H -0.02 0.01 0.00
C 0.00 0.00 0.00
C -0.01 0.01 -0.01
C 0.00 0.00 0.00
Sb 0.02 -0.02 -0.05
C -0.02 0.00 -0.02
C 0.01 -0.01 0.00
C -0.01 0.00 0.00
C 0.00 -0.01 0.00
C 0.01 0.01 0.01
C 0.00 0.00 0.01
H 0.00 0.00 0.00
H 0.00 0.00 0.00
H 0.00 0.00 0.01
H 0.00 0.00 0.01
H -0.01 0.00 0.00
H 0.00 0.00 0.00
H -0.01 -0.01 0.00
H 0.00 0.00 0.01
H 0.00 0.01 0.00
H 0.00 0.00 0.00
H 0.01 0.00 0.01
H 0.00 0.00 0.00
H 0.00 0.01 0.00
H 0.00 0.00 0.00
H 0.01 0.00 0.00
H 0.00 0.00 0.00
H 0.00 0.00 0.00
H 0.00 0.00 0.00
H 0.00 0.00 -0.01
H 0.00 0.00 0.00
H 0.00 -0.01 0.00

ORCA calculation (ωB97M-V with the def2-TZVPD basis set) on a molecular structure, C12H12N2NiO2PS4 at a distorted geometry.

## Properties
energy: -4167.09355 a.u.
<S²>: 0.76
2S+1: 2
net charge: -2

Last column: Löwdin spin population.
CARTESIAN COORDINATES (ANGSTROEM)
Ni: -0.249198 0.053764 -0.114310  0.937
S: 1.694145 1.091500 -0.638990  0.021
C: 1.740631 2.318131 0.588984  0.000
C: 2.922898 3.001301 0.858474  0.003
C: 3.015339 3.993083 1.835228  0.001
C: 4.236279 4.663837 2.064128  0.000
N: 5.242972 5.198752 2.242058  0.001
C: 1.854264 4.325828 2.585878  -0.002
C: 0.661190 3.653889 2.307161  0.004
C: 0.566146 2.667000 1.335052  -0.001
S: -0.956452 1.885305 1.018569  0.027
C: 1.896439 5.301348 3.604665  -0.001
N: 1.905850 6.098119 4.439699  -0.001
H: 3.806974 2.752995 0.285276  0.000
H: -0.225136 3.910272 2.873491  0.001
C: -1.572994 -5.194077 -2.262258  0.000
C: -2.371498 -4.275265 -1.354786  0.000
O: -1.513764 -3.726979 -0.368557  0.000
P: -1.374857 -2.115089 -0.177788  -0.013
S: 0.038770 -1.911337 1.196033  0.022
S: -1.268097 -1.222082 -1.965197  0.007
O: -2.882367 -1.898499 0.438098  -0.004
C: -3.376128 -0.582325 0.671521  -0.001
C: -4.863660 -0.668775 0.953526  0.000
H: -2.233724 -5.682347 -2.983288  0.000
H: -1.064945 -5.955042 -1.667298  0.000
H: -0.821111 -4.613376 -2.796858  0.000
H: -3.166014 -4.829492 -0.843955  0.000
H: -2.831147 -3.475989 -1.942492  0.000
H: -3.193765 0.042019 -0.206125  0.000
H: -2.852423 -0.138617 1.519791  0.000
H: -5.391995 -1.109819 0.105379  0.000
H: -5.245583 0.338985 1.126013  0.000
H: -5.052840 -1.276925 1.840581  0.000

Forces on the atoms, in the same order (eV/Å):
Ni 0.05 -0.05 -0.36
S 0.64 0.45 -0.03
C -0.35 -0.32 -0.27
C 0.30 0.36 0.21
C -1.12 -0.27 0.09
C 0.68 0.26 0.11
N -0.04 0.00 -0.02
C 0.31 -0.67 -0.78
C 0.18 0.28 0.20
C -0.07 -0.24 -0.33
S -0.20 0.27 0.54
C -0.03 0.50 0.48
N 0.01 -0.02 -0.02
H -0.01 -0.02 -0.01
H 0.00 -0.01 0.01
C -0.03 0.09 0.11
C -0.04 0.04 -0.09
O 0.03 -0.23 -0.12
P -0.53 -0.08 0.53
S -0.29 -0.06 -0.26
S 0.23 -0.15 0.23
O 0.20 -0.06 -0.17
C -0.10 0.01 0.02
C 0.14 -0.06 -0.02
H 0.03 -0.02 -0.02
H 0.00 -0.03 -0.03
H -0.01 -0.01 -0.02
H 0.00 0.03 0.02
H -0.02 -0.02 0.01
H 0.07 0.00 0.00
H 0.08 0.01 -0.02
H -0.01 0.01 0.02
H -0.07 -0.01 0.02
H -0.03 0.01 -0.02

Result set for energy relative to the best compared isomer or geometry (same formula, charge and spin): 2.548 0.000 0.118 eV, one per record in the order listed.